{"formula": "C3H5NO2", "method": "the ωB97M-V functional and the def2-TZVPD basis", "species": ["N", "C", "O", "C", "C", "O", "H", "H", "H", "H", "H"], "coordinates": [[-1.73203, -0.36269, 0.16666], [-0.69610, 0.47191, -0.05337], [-0.88350, 1.58826, -0.49164], [0.57828, -0.11448, 0.41478], [1.67629, 0.09224, -0.53423], [2.47174, -0.78246, -0.75781], [-1.72478, -1.36505, 0.23916], [-2.60638, 0.03941, -0.12175], [0.55268, -1.14300, 0.78049], [0.66622, 0.49646, 1.37950], [1.69759, 1.07940, -1.02180]], "largest_force_ev_per_a": 2.62, "lumo_ev": 0.685, "homo_ev": -10.03, "energy_ev": -8776.9554}